1.
Entry from the Open Molecules 2025 dataset: C14H26GaN5 as an isolated structure in a non-equilibrium geometry (wB97M-V/def2-TZVPD).

frontier orbital gap (spin up / spin down) = 0.2154 / 0.2338 hartree
total charge = +2

Atoms and positions in Å:
C  2.015678  3.014561  0.452395
H  2.187186  3.858635  1.130619
H  2.666588  3.454681  -0.318532
H  2.177186  2.006128  0.764151
C  0.544262  2.853811  0.019208
H  0.414453  1.846636  -0.420894
H  -0.146629  2.786854  0.858875
C  0.269568  3.976911  -0.930519
H  -0.760777  4.247979  -1.126947
H  0.829430  4.771653  -0.437043
H  0.874428  3.741765  -1.811163
C  -0.585362  -1.823029  -0.473675
C  -0.949810  -0.786127  -1.396489
C  0.227361  -0.283324  -1.971817
C  1.343975  -0.901753  -1.415375
C  0.894575  -1.965106  -0.562194
C  1.714250  -3.004665  0.184672
C  2.767471  -0.718053  -1.807056
C  0.279342  0.696404  -3.110008
C  -2.344941  -0.550512  -1.864632
C  -1.484984  -2.799228  0.226651
Ga  0.239016  -1.250811  1.366751
H  3.459944  -1.016724  -1.010659
H  2.977915  -1.333251  -2.697855
H  3.000209  0.324251  -2.065538
H  2.706738  -2.579990  0.409552
H  1.252993  -3.250620  1.174256
H  1.836179  -3.958575  -0.347175
H  -2.541139  -2.518620  0.111599
H  -1.321999  -3.817021  -0.148082
H  -1.285750  -2.796781  1.316513
H  -2.463270  0.454572  -2.299731
H  -2.627078  -1.275206  -2.650006
H  -3.066663  -0.657356  -1.045673
H  1.055393  1.465635  -3.002286
H  0.513646  0.115295  -4.008627
H  -0.685383  1.177403  -3.281999
N  -2.424401  -1.604946  4.645001
N  -1.940438  -0.739391  3.697513
N  -2.004961  0.582209  3.871566
C  -1.177850  1.054699  2.940626
N  -0.599876  0.058684  2.241429
N  -1.047498  -1.200762  2.825158
H  -2.520477  -2.527852  4.240418
H  -3.322698  -1.230891  4.992868
H  -0.945784  2.101844  2.734150

Atomic forces in eV per Å
C -0.99 0.75 -0.25
H -0.52 -0.78 0.99
H -0.21 -1.30 -0.58
H 1.80 -0.28 0.79
C 0.27 -0.52 -0.20
H 0.15 0.28 -0.30
H 0.01 0.58 0.42
C 0.65 0.15 0.12
H -0.01 -0.01 -0.22
H -0.62 0.78 -0.41
H -0.56 0.32 -0.34
C -0.78 1.08 -0.71
C -0.79 -2.35 1.06
C 1.50 0.76 -0.61
C 0.09 -0.65 -0.34
C 0.14 1.04 1.00
C 0.46 -0.69 0.05
C 0.37 0.25 -0.21
C -0.07 -0.19 0.15
C -0.21 0.58 0.04
C -0.25 -0.64 -0.08
Ga 3.19 -0.65 -4.03
H -0.15 0.02 -0.22
H 0.07 0.20 0.28
H -0.13 -0.29 0.06
H -0.37 -0.39 -0.09
H 0.43 -0.33 -0.70
H 0.01 0.31 -0.14
H 0.33 -0.14 0.01
H -0.26 0.11 0.15
H -0.51 -0.82 -0.46
H 0.00 -0.39 0.20
H 0.22 0.19 0.29
H 0.10 0.02 -0.22
H -0.18 -0.26 0.09
H 0.04 0.16 -0.05
H 0.18 0.02 0.07
N -0.99 0.96 -0.33
N 1.86 -0.74 0.76
N -0.06 -1.32 -0.77
C 0.57 -0.92 -0.81
N -2.33 0.93 3.47
N -2.64 5.02 1.83
H -0.05 -0.22 0.02
H 0.55 -0.27 0.01
H -0.30 -0.35 0.23

Löwdin population analysis, charges in e, atoms 1 to 4: number 1, C, carries -0.0991; number 2, H, carries 0.0886; number 3, H, carries 0.0904; number 4, H, carries 0.0470

---

2.
Entry from the Open Molecules 2025 dataset: C28H38N5PSV as an isolated structure in a non-equilibrium geometry (wB97M-V/def2-TZVPD).

frontier orbital gap (spin up / spin down) = 0.1484 / 0.1479 hartree
multiplicity = 4

Atoms and positions in Å:
V  0.287873  -0.139326  1.441667
N  2.814394  -0.762967  4.076733
C  1.827551  -0.546162  5.088419
C  0.379531  -0.903623  4.757594
N  -0.242063  -0.167235  3.616017
C  -0.473492  1.283651  3.881214
C  0.755772  2.124189  3.512992
N  1.033012  1.936659  2.075127
H  2.906168  -1.756972  3.935151
H  2.474552  -0.353077  3.219826
H  2.075042  -1.204974  5.932513
H  1.875141  0.452957  5.471441
H  0.260594  -1.965475  4.569455
H  -0.229548  -0.742938  5.655215
H  -1.156252  -0.607180  3.518243
H  -1.292348  1.586340  3.244127
H  -0.739405  1.364719  4.926394
H  0.558051  3.141304  3.828451
H  1.656003  1.773988  4.013301
H  0.445545  2.555343  1.468225
H  2.009263  2.228856  1.885236
C  -0.554225  0.944337  -0.013445
C  -0.898239  1.659517  -0.990181
C  -1.320257  2.387863  -2.066995
C  -2.529000  1.824409  -2.721065
C  -3.659204  1.376360  -2.013963
C  -4.728871  0.795344  -2.674674
C  -4.702472  0.549797  -4.054692
C  -3.579373  0.992209  -4.743628
C  -2.510186  1.582201  -4.124499
C  -0.481937  3.398281  -2.676465
C  -1.008906  4.447484  -3.460940
C  -0.226457  5.452164  -3.909935
C  1.145403  5.517228  -3.620108
C  1.695419  4.505032  -2.865604
C  0.896196  3.455181  -2.401992
H  -3.728598  1.538687  -0.956158
H  -5.639842  0.530055  -2.145190
H  -5.551016  0.062840  -4.551255
H  -3.451151  0.805396  -5.814649
H  -1.675885  1.954448  -4.673058
H  -2.101962  4.454775  -3.590932
H  -0.658668  6.290696  -4.485409
H  1.691441  6.348049  -4.024909
H  2.756064  4.497526  -2.656840
H  1.322693  2.642125  -1.796253
C  -1.389836  -2.612537  -0.965387
P  -1.516318  -1.896288  0.714555
C  -2.112559  -3.429953  1.499145
C  -3.100424  -1.047909  0.479940
H  -2.337228  -3.115344  -1.136228
H  -0.588795  -3.343664  -1.036342
H  -1.308882  -1.784152  -1.658236
H  -2.911384  -3.813967  0.841956
H  -2.553371  -3.239931  2.454977
H  -1.331452  -4.213454  1.499929
H  -3.802285  -1.762881  0.046272
H  -2.956610  -0.262096  -0.255738
H  -3.454034  -0.602535  1.388829
N  4.641089  -3.866061  -2.494407
C  4.457662  -4.263277  -1.233648
S  5.248649  -5.499624  -0.435045
C  3.641839  -3.379335  -0.403566
C  2.556644  -3.845901  0.311623
C  1.730951  -2.938219  0.957673
N  1.937998  -1.602852  0.951739
C  3.050547  -1.175466  0.352984
C  3.895717  -2.040807  -0.333811
H  5.230016  -4.368590  -3.116311
H  3.982168  -3.213270  -2.893412
H  2.386901  -4.931022  0.342946
H  0.842553  -3.294764  1.473000
H  3.265021  -0.116279  0.396304
H  4.769051  -1.649906  -0.834275

Atomic forces in eV per Å
V -0.32 0.02 -0.76
N 0.17 0.20 -0.22
C -0.65 -1.12 0.91
C -0.46 0.48 -0.04
N 0.17 -0.23 0.29
C 0.82 -0.82 0.00
C -0.22 -0.76 -0.17
N 0.61 1.04 -0.53
H 0.15 -0.16 -0.33
H 0.14 -0.07 -0.46
H 0.04 0.26 0.01
H 0.08 0.63 0.22
H 0.27 -0.26 -0.39
H 0.04 0.26 0.13
H 0.09 0.21 -0.15
H -0.32 0.18 -0.08
H -0.14 0.52 0.41
H 0.09 0.41 -0.16
H -0.16 0.09 0.30
H 0.42 -0.95 0.54
H -0.79 -0.26 0.12
C -0.06 -0.18 -0.10
C 0.13 0.07 0.45
C -0.64 -0.88 0.00
C 0.38 -0.19 -0.79
C 0.20 0.37 -0.59
C -0.45 -0.44 -0.70
C -0.08 0.29 0.59
C 0.11 -0.72 -1.26
C -0.60 0.75 1.78
C 0.42 0.48 0.29
C -1.42 -1.20 0.66
C 0.69 1.73 -0.79
C -0.86 -0.13 -0.30
C -0.06 -0.49 0.14
C 0.16 -0.20 0.14
H 0.08 0.19 0.36
H 0.19 -0.04 0.21
H 0.46 0.28 0.17
H -0.40 0.04 0.22
H 0.51 -0.01 -0.45
H 0.56 0.08 -0.21
H 0.12 -0.58 0.31
H 0.45 0.13 0.06
H 0.11 0.02 0.11
H -0.10 0.43 -0.29
C -0.08 0.29 0.33
P 0.22 0.26 -0.39
C -0.01 -0.73 -0.89
C 0.15 -0.21 -0.65
H -0.11 -0.15 -0.20
H 0.20 0.13 -0.19
H 0.35 0.01 -0.31
H 0.17 0.06 0.31
H 0.00 -0.12 0.82
H -0.31 0.40 0.41
H -0.25 0.03 0.27
H 0.17 0.11 0.07
H -0.36 0.15 0.50
N -0.78 0.37 0.19
C 1.56 -0.96 0.99
S -0.42 0.43 -0.87
C -0.96 -0.03 -0.04
C -0.56 -0.65 0.38
C 0.10 -0.19 -0.14
N -0.10 -0.23 0.44
C 0.15 -0.47 -0.14
C 0.43 1.42 -0.22
H 0.39 -0.49 -0.28
H 0.17 0.04 -0.03
H -0.18 0.61 0.06
H 0.17 0.17 -0.01
H -0.08 0.04 -0.04
H 0.04 0.20 -0.03

Löwdin population analysis, charges in e, atoms 1 to 4: number 1, V, carries 0.4634; number 2, N, carries 0.0261; number 3, C, carries -0.2946; number 4, C, carries -0.1903

---

3.
Entry from the Open Molecules 2025 dataset: C9H66CdNO25 as an isolated structure in a non-equilibrium geometry (wB97M-V/def2-TZVPD).

frontier orbital gap = 0.0873 hartree
total charge = +1

Atoms and positions in Å:
Cd  25.664000  6.454970  -9.520430
C  21.500910  2.273330  -14.140550
C  22.496010  2.726260  -15.238990
C  21.659100  2.359970  -16.452070
C  22.276510  2.941690  -17.758510
C  22.469950  4.430070  -17.654780
C  23.344080  4.949870  -16.452020
N  22.765420  4.216770  -15.267500
O  23.236520  4.699400  -13.974510
C  23.047060  6.479310  -16.291270
C  24.801160  4.659070  -16.748070
C  23.741480  1.826980  -15.311330
H  20.604430  2.887160  -14.053180
H  21.964830  2.286640  -13.154290
H  21.134860  1.246660  -14.132660
H  20.684850  2.846320  -16.500980
H  21.595090  1.281230  -16.594620
H  21.621990  2.722010  -18.601980
H  23.217730  2.434500  -17.970540
H  21.451060  4.801030  -17.543740
H  22.784010  4.883180  -18.595070
H  22.758890  6.965760  -17.223160
H  23.852170  7.060350  -15.841500
H  22.259700  6.559410  -15.541770
H  24.909060  3.631400  -17.094970
H  25.355490  4.825730  -15.824470
H  25.264520  5.480780  -17.294140
H  23.395340  0.883380  -14.889550
H  24.625930  2.034910  -14.709150
H  24.145560  1.786170  -16.322840
O  14.538380  3.691190  -11.558040
H  14.853970  4.244970  -12.272160
H  14.084130  2.971110  -11.995500
O  28.484000  11.494740  -13.446920
H  28.636480  12.420000  -13.254860
H  28.275630  11.474680  -14.380940
O  28.014010  -2.663400  -11.824110
H  28.773830  -2.740880  -11.247130
H  28.295390  -2.059900  -12.511750
O  18.458140  4.115920  -8.251620
H  18.794240  4.807170  -8.822100
H  17.615030  3.876150  -8.636200
O  18.806620  7.282530  -12.202800
H  18.123460  7.253490  -12.872640
H  19.531540  6.782210  -12.577510
O  29.965740  0.306010  -15.315030
H  30.917680  0.351270  -15.404490
H  29.674120  1.214560  -15.390640
O  27.252910  -3.225090  -18.105350
H  26.371890  -3.467540  -17.820310
H  27.606150  -2.709130  -17.380610
O  24.128850  -1.312170  -8.537550
H  24.611450  -1.915510  -9.102610
H  23.215380  -1.410540  -8.806130
O  28.873520  7.064020  -11.539400
H  29.616990  6.516880  -11.792640
H  28.936490  7.832170  -12.107040
O  19.318090  -2.923860  -8.574680
H  19.353100  -3.521290  -7.827640
H  18.748710  -2.210890  -8.285320
O  27.096530  11.444390  -20.494250
H  28.043850  11.397260  -20.623110
H  26.755000  10.668370  -20.938530
O  26.881120  1.010620  -23.799240
H  26.401590  1.803250  -23.558330
H  26.430020  0.306380  -23.333630
O  23.879070  -5.732460  -12.215890
H  23.017960  -5.771890  -12.632040
H  24.279950  -4.938060  -12.568670
O  30.722270  4.038850  -20.744390
H  29.870740  4.194230  -20.335750
H  31.286040  3.756270  -20.024300
O  24.692830  10.080300  -9.765160
H  24.355190  10.641840  -10.462940
H  25.166410  10.676620  -9.185200
O  26.212800  7.448080  -23.271840
H  25.365430  7.031770  -23.429540
H  26.715000  7.279720  -24.069130
O  22.542640  5.053330  -25.215660
H  22.161470  5.629000  -25.878640
H  22.295640  4.171160  -25.493150
O  18.546000  5.674190  -22.451750
H  18.367680  4.749070  -22.620830
H  19.465050  5.696630  -22.185130
O  32.034050  4.307520  -13.610730
H  32.691660  4.928610  -13.923830
H  32.522350  3.701670  -13.053270
O  19.764550  12.769520  -17.051640
H  20.031920  13.679530  -16.922670
H  20.512690  12.254460  -16.749570
O  20.874280  0.042040  -24.985840
H  21.383640  -0.733750  -25.220200
H  20.129770  -0.300160  -24.491030
O  27.126230  2.852540  -8.852930
H  27.303940  2.434810  -8.010220
H  27.437450  2.222890  -9.503260
O  15.458010  6.705470  -15.276020
H  15.417450  7.594530  -15.628400
H  15.456610  6.140710  -16.048860
O  23.160220  14.282040  -13.155640
H  23.397510  14.325700  -14.081930
H  22.942840  15.184160  -12.920810

Atomic forces in eV per Å
Cd 0.02 -0.01 -0.12
C 0.79 0.88 2.43
C -2.46 -1.14 -0.30
C 0.67 1.48 -3.26
C 0.74 -0.93 0.22
C -0.79 0.50 0.35
C -2.33 0.94 -1.86
N 5.18 1.13 7.53
O -3.14 -2.36 -7.29
C 0.09 -0.51 1.11
C 0.49 0.10 1.89
C 0.87 0.33 0.59
H 0.18 0.27 -0.34
H 0.18 0.45 0.17
H 0.36 -0.12 -1.19
H -0.33 -0.42 0.93
H -0.21 0.11 0.50
H -0.02 0.01 0.02
H 0.10 -0.04 -0.20
H -0.12 0.49 0.32
H 0.52 -0.06 0.14
H -0.03 -0.36 0.00
H 0.36 -0.33 -0.16
H -0.35 0.23 -0.35
H 0.50 0.45 -0.34
H 0.07 -0.65 0.42
H -0.56 -0.41 -1.01
H 0.01 -0.25 -0.65
H -0.33 0.76 0.41
H -0.41 -0.51 0.05
O 0.12 -0.01 0.22
H 0.05 0.23 -0.17
H -0.16 -0.20 -0.05
O -0.01 -0.26 0.13
H 0.06 0.24 0.11
H -0.05 -0.01 -0.24
O -0.29 -0.03 0.01
H 0.18 -0.09 0.18
H 0.10 0.14 -0.22
O 0.17 -0.15 0.15
H 0.07 0.23 -0.11
H -0.28 -0.06 -0.07
O 0.08 0.04 0.19
H -0.30 0.03 -0.16
H 0.20 -0.10 -0.03
O -0.24 -0.20 0.06
H 0.27 -0.04 -0.03
H -0.05 0.24 0.00
O 0.03 0.03 -0.21
H -0.21 -0.15 0.04
H 0.19 0.12 0.18
O 0.12 0.22 0.09
H 0.17 -0.20 -0.11
H -0.29 -0.04 0.01
O -0.26 -0.09 0.14
H 0.22 -0.21 -0.03
H -0.01 0.30 -0.10
O 0.14 0.02 -0.25
H 0.04 -0.19 0.18
H -0.15 0.20 0.06
O -0.13 0.14 0.21
H 0.25 0.04 -0.05
H -0.12 -0.20 -0.18
O 0.15 0.00 -0.09
H -0.09 0.24 0.00
H -0.07 -0.24 0.08
O 0.07 -0.09 0.13
H -0.25 -0.08 -0.07
H 0.19 0.18 -0.05
O 0.02 0.04 -0.17
H -0.22 0.05 0.03
H 0.21 -0.09 0.13
O 0.00 -0.34 0.02
H -0.12 0.14 -0.21
H 0.13 0.14 0.18
O 0.06 0.12 0.29
H -0.26 -0.10 -0.08
H 0.17 -0.02 -0.21
O 0.15 0.09 0.28
H -0.10 0.19 -0.17
H -0.05 -0.28 -0.07
O -0.14 0.16 0.10
H -0.10 -0.22 -0.11
H 0.25 0.07 -0.01
O -0.31 -0.01 -0.07
H 0.17 0.19 -0.11
H 0.11 -0.17 0.18
O -0.17 -0.13 -0.09
H 0.00 0.26 0.01
H 0.16 -0.14 0.08
O 0.07 0.27 0.03
H 0.16 -0.19 -0.12
H -0.22 -0.07 0.09
O -0.08 0.30 -0.11
H -0.01 -0.09 0.27
H 0.05 -0.16 -0.17
O 0.16 -0.13 0.27
H -0.07 0.28 -0.05
H -0.05 -0.16 -0.20
O 0.01 -0.24 0.10
H 0.08 0.00 -0.22
H -0.08 0.23 0.12

Löwdin population analysis, charges in e, atoms 1 to 4: number 1, Cd, carries 0.4591; number 2, C, carries -0.0353; number 3, C, carries -0.4498; number 4, C, carries -0.1481

---

For reference, energy above the lowest of the compared OMol25 structures with the same formula, charge and spin by record: 159.4, 0.0, 786.9 kJ/mol.